# 1
47
Properties=species:S:1:pos:R:3:forces:R:3 method="wB97M-V/def2-TZVPD" e_lumo_ev="-4.2256 / -4.2259" multiplicity=2 homo_ev="-9.91 / -11.11" orbital_gap_ev="5.684 / 6.882" total_charge=+1
N -5.732 2.573 -0.627 0.3 0.3 0.4
B -4.423 2.024 -0.431 -0.3 0.0 -0.2
O -3.950 0.885 -0.926 0.0 -0.1 0.1
P -3.065 2.920 0.734 -0.1 0.0 0.1
P -2.390 1.320 2.251 0.6 -0.7 -0.2
O -1.673 2.116 3.454 -0.3 0.6 -0.1
Br -4.368 0.975 3.116 -0.2 0.2 0.1
P -1.226 3.583 -0.324 0.8 0.4 -0.2
O -0.788 2.614 -1.305 -0.3 0.0 0.1
O -1.485 5.038 -0.890 -0.5 -0.2 0.2
O -0.179 3.765 0.873 -0.5 -0.2 0.3
H -5.788 3.294 -1.340 -0.2 -0.2 -0.2
H -6.176 2.941 0.207 0.0 0.0 0.0
H -4.642 0.349 -1.350 0.2 0.1 -0.1
H -3.668 4.074 1.264 0.1 0.0 0.1
H -0.924 2.669 3.181 0.1 -0.3 0.1
H -1.889 5.694 -0.303 0.1 0.0 -0.2
H -0.368 4.471 1.507 0.2 0.1 -0.2
C 3.790 -1.371 0.420 0.0 0.1 0.0
C 2.585 -2.296 0.629 0.4 0.2 0.1
C 2.567 -3.413 -0.421 -0.1 -0.1 -0.1
C 2.191 -2.928 -1.820 0.0 0.1 0.1
C 0.858 -2.182 -1.800 0.0 -0.2 0.0
C 0.823 -1.038 -0.782 0.2 0.5 -0.2
N 1.283 -1.548 0.553 0.0 -0.6 -0.6
O 0.348 -2.107 1.216 -0.3 0.1 0.5
C 1.673 0.143 -1.265 0.0 0.0 0.0
C -0.599 -0.528 -0.616 -0.4 -0.2 -0.1
C 2.708 -2.886 2.029 -0.1 -0.1 0.0
H 3.991 -1.139 -0.621 0.0 0.0 0.0
H 3.662 -0.435 0.966 0.0 0.0 0.0
H 4.679 -1.867 0.808 0.0 0.0 0.0
H 1.851 -4.178 -0.104 0.0 0.0 0.0
H 3.553 -3.885 -0.431 0.0 0.0 0.0
H 2.980 -2.294 -2.232 0.0 0.0 0.0
H 2.112 -3.786 -2.489 0.0 0.0 0.0
H 0.627 -1.774 -2.787 0.0 0.0 0.0
H 0.063 -2.892 -1.553 0.0 0.0 0.1
H 1.805 0.877 -0.467 0.0 0.0 0.0
H 1.153 0.634 -2.087 0.0 0.0 0.0
H 2.652 -0.144 -1.631 0.0 0.0 0.0
H -1.286 -1.326 -0.347 0.0 0.0 0.1
H -0.950 -0.082 -1.547 0.2 0.0 0.0
H -0.645 0.238 0.157 0.1 0.0 0.1
H 2.658 -2.103 2.787 0.0 0.0 0.0
H 3.675 -3.384 2.110 0.0 0.0 0.0
H 1.927 -3.612 2.234 0.0 0.0 0.0



# 2
60
Properties=species:S:1:pos:R:3:forces:R:3 method="wB97M-V/def2-TZVPD" e_lumo_ev=-10.9892 homo_ev=-12.27 orbital_gap_ev=1.282 total_charge=+2
Cd -1.476 4.658 -2.531 -0.1 -0.3 -0.1
Cd 6.934 0.682 -1.076 -0.1 0.3 0.5
N 7.462 5.193 1.107 1.0 2.8 2.3
O 7.315 6.404 0.962 -0.2 -0.5 -0.5
O 8.059 4.816 2.095 0.7 -0.5 1.0
O 7.034 4.385 0.361 -1.5 -2.2 -2.9
N 1.891 1.139 -0.253 -1.5 0.6 0.2
O 1.002 1.676 -0.868 -1.9 1.2 -1.6
O 1.716 0.825 0.869 -1.8 -1.1 5.0
O 2.947 0.912 -0.692 5.2 -0.6 -3.6
C 2.183 -5.083 -4.624 -5.0 1.5 1.7
O 0.972 -5.226 -4.835 0.6 0.5 0.3
N 3.086 -5.636 -5.291 4.5 -4.7 -5.6
N 2.734 -4.375 -3.655 0.4 2.5 2.9
H 2.772 -6.298 -5.986 0.1 0.0 0.0
H 4.072 -5.425 -5.351 -0.4 0.2 0.4
H 2.224 -3.616 -3.227 0.2 -0.4 0.1
H 3.699 -4.564 -3.422 -0.4 0.4 0.2
C -0.657 2.775 7.734 -2.0 -2.0 4.7
O -1.061 2.412 8.835 -0.3 -0.7 0.2
N -0.043 3.893 7.611 2.4 3.8 -1.4
N -0.817 2.105 6.633 -0.3 -1.6 -3.3
H 0.379 4.329 8.419 -0.2 0.1 -0.4
H 0.182 4.103 6.649 0.6 1.0 0.7
H -0.326 2.505 5.846 -0.6 -0.9 -0.4
H -1.411 1.290 6.585 0.3 0.3 0.0
C 6.241 -1.373 4.060 0.7 0.9 0.2
O 6.587 -1.171 2.908 0.3 -0.2 -0.6
N 6.969 -1.818 5.071 3.7 -1.9 0.7
N 5.113 -0.985 4.600 -3.6 1.1 -0.6
H 7.960 -1.917 4.901 -0.2 -0.4 0.3
H 6.610 -2.008 5.996 0.3 0.2 -0.4
H 4.901 -1.321 5.528 -0.7 0.6 -0.5
H 4.495 -0.504 3.962 -0.5 -0.3 0.7
C -1.446 1.468 -7.365 1.0 4.4 0.9
O -1.575 2.162 -6.369 0.7 1.6 1.0
N -0.912 1.797 -8.519 1.7 1.9 -2.6
N -1.877 0.302 -7.363 -3.0 -7.6 0.8
H -1.087 1.218 -9.328 0.4 0.4 0.1
H -0.334 2.622 -8.591 -0.4 -0.2 -0.2
H -1.787 -0.341 -8.136 0.0 0.0 0.5
H -2.195 0.008 -6.451 -0.3 -0.5 -0.5
C -6.485 2.578 -1.464 2.1 2.6 -2.1
O -5.318 2.915 -1.509 1.6 0.5 0.6
N -6.904 1.420 -1.123 -1.8 -5.8 2.2
N -7.478 3.319 -1.933 -3.3 1.8 -1.2
H -7.885 1.182 -1.106 0.2 0.3 0.0
H -6.341 0.656 -0.777 0.4 0.7 -0.2
H -8.309 2.810 -2.200 0.0 0.2 0.2
H -7.443 4.187 -2.449 1.0 -0.2 0.4
N -4.537 -4.119 1.022 0.7 1.4 1.5
C -3.643 -3.139 0.598 0.3 -2.7 -1.8
C -3.644 -2.088 1.425 -0.9 1.8 2.1
C -4.568 -2.367 2.463 0.9 -0.6 -0.3
C -5.008 -3.688 2.253 -0.3 0.0 -1.0
H -4.593 -5.046 0.626 -0.1 0.1 0.2
H -2.963 -3.390 -0.203 -0.2 0.3 -0.2
H -3.050 -1.188 1.378 0.0 -0.2 -0.3
H -4.743 -1.736 3.322 -0.2 -0.2 -0.1
H -5.620 -4.324 2.876 -0.1 0.1 -0.1



# 3
39
Properties=species:S:1:pos:R:3:forces:R:3 method="wB97M-V/def2-TZVPD" e_lumo_ev=-3.1118 homo_ev=-12.42 orbital_gap_ev=9.308 total_charge=+1 e_above_lowest_kj_mol=0.0
C -3.550 3.663 2.503 -0.1 0.3 -0.2
C -3.222 2.404 3.279 -0.1 -0.3 -0.1
F -4.399 1.688 3.501 0.0 0.1 0.0
C -2.240 1.478 2.594 0.5 0.1 0.1
N -2.623 1.013 1.233 -0.2 0.2 0.1
O -3.636 0.049 1.227 -0.2 0.0 -0.3
H -3.800 4.489 3.169 0.0 -0.1 0.0
H -4.425 3.506 1.864 0.1 -0.1 0.0
H -2.716 4.004 1.881 0.0 -0.1 0.1
H -2.793 2.628 4.260 0.0 0.0 -0.1
H -2.030 0.578 3.170 -0.2 0.0 0.0
H -1.299 2.000 2.404 0.0 0.0 0.2
H -2.853 1.813 0.634 -0.1 -0.1 0.0
H -1.777 0.568 0.833 0.2 0.1 0.0
H -4.487 0.511 1.119 0.2 -0.1 0.3
C 0.970 0.095 -1.204 0.0 -0.1 0.1
C 0.547 1.376 -0.522 0.0 0.1 -0.1
C 1.654 2.408 -0.462 0.0 0.0 0.1
O 0.055 1.096 0.822 0.0 -0.1 -0.2
H 1.810 -0.368 -0.682 0.0 0.0 0.0
H 0.151 -0.626 -1.240 0.0 0.0 0.0
H 1.301 0.287 -2.224 0.0 0.0 0.0
H -0.322 1.807 -1.030 0.0 0.0 0.0
H 2.512 2.005 0.083 0.0 0.0 0.0
H 1.322 3.320 0.033 0.0 0.0 0.0
H 1.991 2.661 -1.466 0.0 0.0 0.0
H 0.792 0.708 1.312 -0.1 0.0 0.0
C 2.304 -4.339 -1.160 0.0 0.0 0.0
C 2.445 -3.324 -2.281 -0.1 0.1 0.0
C 3.077 -3.922 -3.525 0.0 0.0 0.0
O 3.169 -2.170 -1.841 0.1 -0.1 0.1
H 3.289 -4.716 -0.869 0.0 0.0 0.0
H 1.836 -3.887 -0.285 0.0 0.0 0.0
H 1.702 -5.191 -1.476 0.0 0.0 0.0
H 1.458 -2.927 -2.535 0.0 0.0 0.0
H 4.081 -4.289 -3.295 0.0 0.0 0.0
H 3.153 -3.176 -4.314 0.0 0.0 0.0
H 2.491 -4.764 -3.895 0.0 0.0 0.0
H 4.063 -2.455 -1.614 0.0 0.0 0.0



# 4
38
Properties=species:S:1:pos:R:3:forces:R:3 method="wB97M-V/def2-TZVPD" e_lumo_ev=-0.5432 homo_ev=-7.25 orbital_gap_ev=6.710 e_above_lowest_kj_mol=0.0
C -3.257 -2.562 -3.127 0.0 0.0 -0.4
C -2.724 -3.657 -2.190 -0.4 -0.7 -0.1
H -4.190 -2.109 -2.751 0.3 0.0 -0.1
H -3.514 -3.042 -4.084 0.0 0.2 0.3
H -2.535 -1.764 -3.423 -0.5 -0.4 0.3
H -2.635 -3.422 -1.109 0.1 -0.1 -0.5
H -3.449 -4.478 -2.192 0.1 0.1 0.0
H -1.776 -4.077 -2.548 -0.2 0.3 0.3
Sr -1.681 -1.225 -1.081 0.6 0.4 0.3
C 0.220 -2.909 -0.746 -0.4 0.0 0.0
H -0.038 -3.611 0.066 0.2 0.1 0.0
H 1.107 -2.350 -0.442 0.2 -0.2 0.0
H 0.481 -3.537 -1.616 0.0 0.3 0.2
I -1.588 0.924 -3.234 -0.2 0.2 -0.3
C 1.040 2.204 -0.989 -0.5 -0.1 -0.3
P 2.225 0.811 -0.887 0.3 0.2 0.4
C 3.738 1.825 -0.578 0.1 0.0 0.0
C 1.955 0.177 0.857 0.0 -0.3 -0.3
C 1.367 1.088 1.934 -0.2 -0.2 0.0
P -0.510 1.092 1.914 0.9 0.6 0.3
C -0.740 0.676 3.692 -0.4 -0.2 0.0
C -0.766 2.915 2.085 -0.6 0.0 -0.1
H 0.945 2.779 -0.063 0.2 0.0 -0.3
H 0.053 1.814 -1.305 0.5 0.4 0.3
H 1.373 2.858 -1.805 -0.1 -0.1 0.2
H 3.556 2.610 0.171 0.1 -0.2 -0.2
H 4.546 1.165 -0.237 -0.1 0.2 -0.1
H 4.043 2.287 -1.528 0.0 -0.1 0.3
H 1.316 -0.715 0.718 0.4 0.3 0.4
H 2.947 -0.170 1.185 -0.2 -0.1 -0.2
H 1.646 0.697 2.924 0.0 0.2 -0.2
H 1.745 2.122 1.881 -0.1 -0.3 0.0
H -0.307 1.453 4.336 -0.1 -0.2 -0.2
H -1.812 0.592 3.897 0.2 0.0 0.2
H -0.262 -0.285 3.911 -0.2 0.1 0.0
H -0.286 3.282 3.003 -0.1 -0.1 -0.3
H -0.382 3.459 1.215 -0.2 -0.1 0.3
H -1.850 3.084 2.148 0.3 0.2 0.0



Number 1: E_tot -4541.699143 a.u., largest force on an atom 0.018 hartree/bohr. Number 2: E_tot -2231.669411 a.u., largest force on an atom 0.167 hartree/bohr. Number 3: E_tot -737.949926 a.u., largest force on an atom 0.010 hartree/bohr. Number 4: E_tot -1369.002573 a.u., largest force on an atom 0.021 hartree/bohr.